[1]
Density functional theory data (the ωB97M-V functional and the def2-TZVPD basis) for a single C3H4N2S3 molecule in a non-equilibrium geometry.

Results
E_tot, hartree: -1420.72619
HOMO-LUMO gap, eV: 7.66
Charge: 0

Positions of all 12 atoms, in Å:
C (0.34, -0.41, 0.15)
C (-1.48, -0.80, 1.35)
C (0.50, 1.63, -1.71)
N (-0.89, -0.09, 0.39)
N (0.84, -1.66, 1.03)
S (-3.04, -0.52, 1.79)
S (-0.44, -2.13, 2.01)
S (1.48, 0.35, -0.83)
H (-0.30, 0.99, -1.87)
H (0.93, 2.04, -2.70)
H (0.34, 2.43, -0.96)
H (1.74, -1.84, 1.34)

=====

[2]
Density functional theory data (the ωB97M-V functional and the def2-TZVPD basis) for a single C3H4N2S3 molecule in a non-equilibrium geometry.

Results
E_tot, hartree: -1420.67939
HOMO-LUMO gap, eV: 8.65
Charge: 0

Positions of all 12 atoms, in Å:
C (-1.04, -1.38, -0.82)
C (1.13, 0.50, -0.02)
C (-0.25, 0.77, 0.32)
N (-0.21, -1.48, 0.37)
N (0.33, -0.34, 0.88)
S (-1.17, -2.61, -1.91)
S (-1.35, 0.38, -1.01)
S (-0.73, 2.23, 1.59)
H (1.26, 0.29, -1.11)
H (2.03, 0.93, 0.45)
H (0.24, -2.32, 0.59)
H (-0.25, 3.04, 0.69)

=====

[3]
Density functional theory data (the ωB97M-V functional and the def2-TZVPD basis) for a single C3H4N2Si molecule in a non-equilibrium geometry.

Results
E_tot, hartree: -515.66190
HOMO-LUMO gap, eV: 9.87
Charge: 0

Positions of all 10 atoms, in Å:
C (-0.14, -0.17, 1.36)
C (-0.63, -0.75, -2.14)
C (-0.50, 0.81, 2.13)
N (0.24, -0.89, 0.46)
N (-1.59, -0.49, -2.72)
Si (0.80, -0.41, -1.08)
H (-1.50, 1.04, 2.04)
H (0.12, 1.25, 2.86)
H (1.83, -1.33, -1.30)
H (1.38, 0.94, -1.61)

=====

[4]
Density functional theory data (the ωB97M-V functional and the def2-TZVPD basis) for a gas-phase ion, C3H4N3 (charge +1) in a non-equilibrium geometry.

Results
E_tot, hartree: -280.36506
HOMO-LUMO gap (spin up / spin down), eV: 7.69 / 7.83
Charge: +1

Positions of all 10 atoms, in Å:
C (-0.52, -0.79, 0.13)
C (-1.90, -1.01, 0.25)
C (1.69, 0.41, -0.01)
N (-2.38, 0.09, -0.11)
N (-0.45, 1.24, -0.24)
N (0.27, 0.27, 0.01)
H (-2.57, -1.91, 0.17)
H (1.92, 0.34, 1.09)
H (1.81, 1.45, -0.43)
H (2.12, -0.09, -0.86)